Density functional theory data (wB97M-V/def2-TZVPD) for C30H30FIN6O8RuS2 as an isolated structure in a non-equilibrium geometry.

```
! wB97M-V def2-TZVPD RIJCOSX def2/J DEFGRID3
* xyz 1 2
Ru 0.89391 0.05054 0.39514
C 4.54712 -0.99736 0.06827
C 3.98090 -0.27366 1.22990
N 2.72655 0.10324 1.36798
C 2.61236 0.76788 2.55841
C 3.82084 0.77569 3.18238
N 4.66842 0.11879 2.32951
C 4.33642 1.30277 4.47208
O 3.46370 1.91750 5.24745
O 5.49821 1.13648 4.75306
C 1.29601 1.34232 2.90990
O 1.12214 1.90475 3.98398
O 0.38086 1.18605 1.99734
H 3.73473 -1.43642 -0.50278
H 5.23854 -1.77559 0.39107
H 5.07602 -0.30349 -0.58575
H 5.65069 -0.00709 2.52609
H 2.55618 1.95091 4.83141
F -1.78822 -2.06208 6.14236
C -1.92247 -2.65844 4.94123
C -1.13611 -2.24720 3.90765
C -1.21758 -2.87923 2.66527
C -0.37441 -2.37398 1.58356
O 0.48394 -1.50226 1.83539
C -0.58178 -2.95626 0.30860
C -1.43579 -4.01294 0.20806
N -2.17640 -4.53745 1.21179
C -2.91587 -5.74506 0.85944
C -3.17368 -6.89441 1.77719
C -4.32383 -6.05754 1.25317
C -2.11647 -3.93853 2.47065
C -2.94074 -4.30695 3.54415
C -2.85626 -3.68984 4.77965
N -3.74238 -4.10586 5.80540
C -4.00861 -3.24191 6.95123
C -5.19410 -3.83872 7.72620
N -5.99633 -4.67873 6.77715
C -5.22978 -5.91583 6.38731
C -3.76413 -5.50914 6.18624
C 0.12815 -2.54016 -0.96256
O -0.05592 -3.21796 -1.96480
O 0.83882 -1.47468 -0.95416
H -0.43514 -1.43300 4.04030
H -1.52390 -4.48300 -0.76271
H -2.66038 -6.01832 -0.15232
H -2.88618 -6.80105 2.81335
H -3.03382 -7.88573 1.37122
H -4.84991 -5.39036 1.91840
H -4.94968 -6.48540 0.48307
H -3.69852 -5.06064 3.42537
H -4.25443 -2.24448 6.58922
H -3.16531 -3.14895 7.63970
H -5.83459 -3.06744 8.14638
H -4.87519 -4.50267 8.52713
H -6.15714 -4.12880 5.93037
H -6.90333 -4.92547 7.17324
H -5.68176 -6.29404 5.47233
H -5.35612 -6.64878 7.18170
H -3.31989 -6.12513 5.40968
H -3.18623 -5.68117 7.10248
I -3.94439 3.50176 0.52017
C -2.89157 2.00785 -0.46502
C -3.31478 1.53276 -1.69430
C -2.57011 0.54485 -2.29983
C -1.43474 0.06107 -1.66765
N -1.02776 0.52669 -0.47478
C -1.74872 1.49413 0.11581
H -4.19930 1.93559 -2.16920
H -2.84240 0.15374 -3.26950
H -0.82836 -0.68477 -2.13828
H -1.38771 1.85506 1.06742
C 2.76836 -0.93693 -3.61887
O 2.66185 -0.02802 -2.51792
C 1.75178 0.93116 -2.59242
S 0.93270 1.33366 -3.94914
S 1.59290 1.78962 -1.05904
H 3.45009 -1.71450 -3.28411
H 3.16427 -0.42403 -4.49403
H 1.79185 -1.35954 -3.84920
*
```

Computed properties:
Relative energy (zero: lowest compared OMol25 entry of this formula, charge and spin) ... 23.3 kcal/mol
Kohn-Sham gap (alpha / beta) ... 5.5562 / 5.4983 eV
Electronic energy ... -3380.3461 hartree

Results of the Mulliken charge analysis, in e, for atoms 1 through 2: 0.465, -1.026